Entry from OMol25: a cluster of 9 separate species, C62H133N7O12 in total (ωB97M-V/def2-TZVPD).

Element x y z (Å)
C: -21.19 -11.47 -12.71
C: -22.42 -11.53 -13.27
C: -23.00 -12.93 -13.56
O: -24.20 -13.00 -14.12
C: -22.36 -14.07 -13.29
C: -21.01 -14.06 -12.84
C: -20.41 -12.67 -12.39
O: -19.36 -12.68 -11.80
O: -20.26 -15.06 -12.68
O: -23.04 -10.38 -13.35
H: -20.76 -10.52 -12.41
H: -22.80 -15.03 -13.54
C: -22.31 -17.85 -10.20
O: -21.21 -16.96 -10.17
C: -20.22 -17.29 -9.22
C: -18.83 -16.99 -9.83
N: -18.67 -15.54 -10.31
H: -19.28 -15.12 -11.00
H: -18.95 -15.07 -9.46
C: -17.24 -15.06 -10.53
C: -16.95 -15.23 -12.09
O: -17.14 -16.65 -12.39
C: -16.36 -17.10 -13.52
H: -23.17 -17.46 -10.75
H: -22.74 -18.11 -9.23
H: -21.99 -18.71 -10.80
H: -20.17 -18.26 -8.73
H: -20.46 -16.70 -8.33
H: -18.66 -17.54 -10.75
H: -17.96 -17.38 -9.32
H: -16.64 -15.68 -9.88
H: -17.16 -14.00 -10.30
H: -15.94 -14.87 -12.27
H: -17.46 -14.61 -12.82
H: -16.54 -18.13 -13.83
H: -15.28 -17.10 -13.41
H: -16.64 -16.43 -14.33
C: -19.54 -16.00 -19.50
O: -20.04 -15.50 -18.27
C: -19.15 -15.18 -17.33
C: -19.67 -15.55 -15.92
N: -20.18 -16.98 -15.98
H: -20.98 -16.93 -16.60
H: -19.55 -17.68 -16.33
C: -20.82 -17.46 -14.67
C: -21.30 -18.97 -14.68
O: -20.33 -19.82 -15.25
C: -19.00 -19.94 -14.68
H: -18.76 -15.35 -19.90
H: -20.36 -15.90 -20.21
H: -19.24 -17.03 -19.32
H: -18.97 -14.11 -17.38
H: -18.16 -15.63 -17.47
H: -20.48 -14.92 -15.55
H: -18.86 -15.54 -15.18
H: -21.77 -16.94 -14.52
H: -20.19 -17.24 -13.80
H: -22.24 -19.07 -15.23
H: -21.45 -19.26 -13.64
H: -19.06 -20.33 -13.66
H: -18.54 -18.96 -14.77
H: -18.55 -20.68 -15.33
C: -19.58 -6.56 -17.73
O: -20.94 -6.60 -17.19
C: -21.04 -7.05 -15.87
C: -21.99 -8.17 -15.75
N: -23.41 -7.75 -16.13
H: -23.72 -7.02 -15.50
H: -23.35 -7.41 -17.08
C: -24.43 -8.81 -16.09
C: -25.79 -8.49 -16.59
O: -26.07 -7.21 -15.95
C: -27.40 -6.90 -15.77
H: -19.07 -7.52 -17.81
H: -18.89 -5.96 -17.13
H: -19.53 -6.06 -18.70
H: -21.29 -6.23 -15.19
H: -20.04 -7.40 -15.62
H: -22.09 -8.49 -14.71
H: -21.65 -9.00 -16.37
H: -24.37 -9.02 -15.03
H: -23.89 -9.61 -16.59
H: -26.41 -9.33 -16.29
H: -25.78 -8.47 -17.68
H: -27.56 -5.92 -15.31
H: -27.74 -7.73 -15.15
H: -27.94 -6.78 -16.71
C: -27.81 -9.34 -12.57
C: -28.15 -10.86 -12.41
C: -26.86 -11.63 -11.79
N: -27.20 -13.11 -11.42
C: -27.50 -13.96 -12.73
C: -27.20 -15.44 -12.76
C: -25.85 -15.84 -12.22
C: -25.81 -15.19 -10.76
C: -25.91 -13.70 -10.82
C: -28.36 -13.21 -10.38
H: -28.65 -8.68 -12.79
H: -27.02 -9.25 -13.31
H: -27.45 -8.87 -11.66
H: -28.36 -11.33 -13.38
H: -28.90 -10.91 -11.63
H: -26.45 -11.16 -10.89
H: -26.03 -11.64 -12.49
H: -26.81 -13.63 -13.50
H: -28.47 -13.59 -13.05
H: -27.43 -15.76 -13.78
H: -27.92 -15.98 -12.14
H: -25.10 -15.33 -12.83
H: -25.66 -16.91 -12.30
H: -24.86 -15.47 -10.29
H: -26.52 -15.66 -10.09
H: -25.16 -13.54 -11.60
H: -25.74 -13.17 -9.89
H: -29.35 -12.97 -10.77
H: -27.99 -12.70 -9.49
H: -28.32 -14.25 -10.07
C: -19.25 -10.52 -17.10
C: -18.76 -9.97 -15.80
C: -17.70 -10.84 -15.05
N: -16.89 -10.16 -13.91
C: -15.86 -9.15 -14.46
C: -15.09 -8.51 -13.36
C: -15.95 -7.79 -12.32
C: -17.03 -8.80 -11.75
C: -17.84 -9.41 -12.88
C: -16.02 -11.23 -13.28
H: -19.83 -9.86 -17.74
H: -19.76 -11.49 -17.03
H: -18.58 -10.84 -17.89
H: -19.67 -9.87 -15.20
H: -18.50 -8.91 -15.86
H: -16.98 -11.10 -15.82
H: -18.20 -11.69 -14.58
H: -16.46 -8.42 -14.99
H: -15.02 -9.60 -14.99
H: -14.35 -7.79 -13.70
H: -14.46 -9.29 -12.92
H: -16.57 -7.06 -12.84
H: -15.26 -7.33 -11.61
H: -17.59 -8.11 -11.12
H: -16.61 -9.60 -11.14
H: -18.41 -8.74 -13.52
H: -18.59 -10.09 -12.47
H: -15.46 -11.75 -14.06
H: -16.77 -11.89 -12.84
H: -15.46 -10.84 -12.43
C: -22.49 -13.60 -3.63
C: -22.85 -12.85 -4.92
C: -22.24 -13.55 -6.15
N: -22.24 -12.90 -7.54
C: -23.59 -12.23 -7.97
C: -23.44 -11.42 -9.26
C: -22.39 -10.30 -8.98
C: -21.04 -10.86 -8.59
C: -21.14 -11.80 -7.36
C: -21.70 -13.86 -8.58
H: -22.50 -14.69 -3.72
H: -22.97 -13.14 -2.77
H: -21.43 -13.42 -3.46
H: -22.51 -11.83 -4.74
H: -23.93 -12.85 -5.07
H: -22.82 -14.41 -6.46
H: -21.23 -13.91 -5.94
H: -23.84 -11.59 -7.13
H: -24.34 -13.01 -8.08
H: -24.39 -10.98 -9.55
H: -23.11 -12.03 -10.11
H: -22.75 -9.66 -8.18
H: -22.25 -9.67 -9.86
H: -20.48 -9.95 -8.34
H: -20.53 -11.42 -9.37
H: -21.53 -11.23 -6.51
H: -20.13 -12.13 -7.09
H: -22.54 -14.50 -8.86
H: -20.98 -14.54 -8.11
H: -21.27 -13.44 -9.49
C: -26.08 -12.44 -17.14
C: -25.82 -12.79 -18.62
C: -24.32 -12.51 -19.12
N: -23.21 -13.61 -19.00
C: -23.85 -14.99 -19.49
C: -24.14 -15.04 -20.99
C: -23.01 -14.45 -21.84
C: -22.44 -13.06 -21.44
C: -22.07 -13.02 -19.90
C: -22.79 -13.68 -17.55
H: -27.13 -12.22 -16.91
H: -25.45 -11.59 -16.87
H: -25.66 -13.09 -16.38
H: -26.33 -12.02 -19.20
H: -26.36 -13.64 -19.04
H: -23.87 -11.63 -18.66
H: -24.43 -12.26 -20.18
H: -24.62 -15.33 -18.79
H: -23.03 -15.65 -19.20
H: -25.10 -14.54 -21.14
H: -24.31 -16.10 -21.19
H: -23.27 -14.40 -22.89
H: -22.25 -15.23 -21.76
H: -23.12 -12.34 -21.88
H: -21.53 -12.88 -22.01
H: -21.71 -12.08 -19.48
H: -21.23 -13.65 -19.60
H: -22.00 -14.43 -17.55
H: -23.66 -14.00 -16.97
H: -22.37 -12.69 -17.36
C: -25.10 -17.09 -15.75
C: -24.10 -17.63 -16.80
O: -22.89 -17.23 -16.91
O: -24.42 -18.50 -17.66
H: -25.14 -17.68 -14.83
H: -26.08 -16.87 -16.16
H: -24.83 -16.08 -15.44

Properties
Gap between HOMO and LUMO (alpha / beta) (eV): 3.4366 / 5.5791
Maximum force (eV Å⁻¹): 7.11
2S+1: 2
HOMO (alpha / beta) (Ha): -0.3121 / -0.3920
LUMO (alpha / beta) (eV): -5.05 / -5.09
Net charge: +3